<one>
{
  "formula": "C4H10OSi",
  "method": "wB97M-V/def2-TZVPD",
  "species": ["C", "C", "C", "Si", "C", "O", "H", "H", "H", "H", "H", "H", "H", "H", "H", "H"],
  "coordinates": [[1.967, 1.553, -0.103], [1.546, 0.348, 0.330], [1.104, -0.883, -0.272], [-1.179, -0.796, -0.495], [-2.165, -0.511, 1.072], [-1.110, 0.724, -1.151], [2.252, 2.337, 0.460], [2.045, 1.854, -1.178], [1.598, 0.146, 1.361], [1.454, -1.755, 0.193], [1.272, -0.980, -1.392], [-1.622, -1.497, -1.602], [-3.082, 0.221, 0.891], [-2.427, -1.476, 1.547], [-1.396, -0.141, 1.818], [-0.256, 0.854, -1.481]],
  "nbo_charge": [-0.4128, -0.2038, -0.7340, 1.5851, -1.1534, -1.0890, 0.1938, 0.1765, 0.1872, 0.2205, 0.2049, -0.2259, 0.2722, 0.2387, 0.2564, 0.4837],
  "total_charge": 0
}



<two>
{
  "formula": "C4H10OSi",
  "method": "wB97M-V/def2-TZVPD",
  "species": ["C", "C", "C", "Si", "C", "O", "H", "H", "H", "H", "H", "H", "H", "H", "H", "H"],
  "coordinates": [[0.285, -0.843, 1.725], [-0.474, -1.570, 0.948], [-0.533, -1.472, -0.552], [0.384, 0.145, -1.367], [-0.183, 1.896, -0.884], [1.940, 0.157, -0.834], [0.233, -1.062, 2.773], [0.912, -0.203, 1.199], [-0.905, -2.505, 1.362], [-1.594, -1.427, -0.889], [-0.019, -2.189, -1.163], [0.343, -0.233, -2.849], [-0.729, 2.058, 0.072], [0.545, 2.817, -0.982], [-0.910, 2.103, -1.559], [2.655, 0.148, -1.414]],
  "nbo_charge": [-0.4061, -0.1732, -0.8452, 1.5924, -1.1321, -1.1024, 0.2070, 0.2058, 0.1880, 0.2299, 0.2326, -0.2199, 0.2530, 0.2502, 0.2208, 0.4991],
  "total_charge": 0
}



<three>
{
  "formula": "C4H10OSi",
  "method": "wB97M-V/def2-TZVPD",
  "species": ["C", "C", "C", "C", "O", "Si", "H", "H", "H", "H", "H", "H", "H", "H", "H", "H"],
  "coordinates": [[0.903, 1.955, 0.035], [0.954, 0.792, -0.529], [0.432, -0.433, 0.152], [1.291, -1.782, 0.040], [-1.083, -0.785, -0.385], [-2.338, 0.132, 0.064], [1.383, 2.744, -0.450], [0.418, 1.996, 1.019], [1.606, 0.780, -1.354], [0.416, -0.412, 1.239], [1.808, -1.657, -0.935], [2.009, -1.788, 0.864], [0.410, -2.571, -0.028], [-3.400, -0.504, -1.006], [-1.819, 1.583, -0.026], [-2.990, -0.048, 1.299]],
  "nbo_charge": [-0.3284, -0.2434, 0.0888, -0.6339, -0.9556, 1.2289, 0.2025, 0.1951, 0.2060, 0.1878, 0.2075, 0.2182, 0.2555, -0.1880, -0.2083, -0.2326],
  "total_charge": 0
}



<four>
{
  "formula": "C4H10OSi",
  "method": "wB97M-V/def2-TZVPD",
  "species": ["C", "C", "Si", "C", "O", "C", "H", "H", "H", "H", "H", "H", "H", "H", "H", "H"],
  "coordinates": [[1.746, -1.547, 0.990], [1.297, -0.319, 1.095], [-0.843, 0.221, 0.381], [-1.371, 1.992, 0.892], [-0.515, 0.501, -1.218], [-0.056, -0.550, -2.069], [2.605, -1.854, 1.498], [1.187, -2.434, 0.568], [1.894, 0.432, 1.586], [-1.753, -0.922, 0.329], [-1.698, 2.533, 0.003], [-2.126, 2.070, 1.638], [-0.497, 2.405, 1.281], [-0.478, -0.407, -3.079], [-0.405, -1.595, -1.836], [1.014, -0.526, -2.058]],
  "nbo_charge": [-0.4331, -0.4850, 1.5537, -1.0889, -0.9096, -0.2512, 0.1840, 0.1850, 0.1898, -0.2111, 0.2565, 0.2359, 0.2374, 0.1843, 0.1652, 0.1872],
  "total_charge": 0
}



What should be chosen as the least stable of them? Choose <three>.